Entry 1:
A cluster of 11 separate species, C43H87NO21 in total in a non-equilibrium geometry, computed with ωB97M-V/def2-TZVPD.

Calculated values
**Charge**: 0
**Energy**: -3325.416722 a.u.
**Strongest force on any atom**: 4.7 eV/Å
**Structure (SMILES)**: CCOC(C)=O.CCOC(C)=O.CCOC(C)=O.CCOC(C)=O.CCOC(C)=O.CCOC(C)=O.CCOC(C)=O.CCOC(C)=O.CCOC(C)=O.CCOC(C)=O.CN(C)C=O
**HOMO energy**: -9.3 eV
**Orbital gap**: 9.653 eV
**Multiplicity**: 1
**Molecular weight**: 954.2 g/mol

Positions of all 152 atoms, in Å:
C  -10.711  -9.110  3.811
C  -12.066  -9.697  3.676
O  -13.077  -8.803  3.275
C  -13.262  -8.349  2.030
C  -14.513  -7.433  1.998
O  -12.479  -8.614  1.072
H  -10.733  -8.035  3.992
H  -10.132  -9.245  2.897
H  -10.235  -9.435  4.736
H  -12.036  -10.505  2.945
H  -12.346  -10.184  4.610
H  -14.520  -7.140  0.948
H  -14.531  -6.500  2.561
H  -15.447  -7.981  2.117
C  -24.303  -8.688  0.779
C  -25.761  -8.634  0.919
O  -26.295  -9.442  -0.170
C  -27.598  -9.481  -0.304
C  -27.996  -10.523  -1.323
O  -28.463  -8.870  0.341
H  -23.737  -7.927  1.317
H  -23.996  -8.762  -0.264
H  -24.027  -9.665  1.177
H  -26.060  -9.020  1.893
H  -26.126  -7.607  0.911
H  -28.452  -11.387  -0.840
H  -27.138  -10.927  -1.861
H  -28.682  -10.153  -2.085
C  -21.642  -7.398  3.675
C  -20.216  -7.079  4.168
O  -20.176  -7.118  5.613
C  -19.046  -7.362  6.262
C  -19.217  -7.834  7.634
O  -17.965  -7.363  5.683
H  -22.139  -8.223  4.186
H  -21.719  -7.397  2.588
H  -22.327  -6.603  3.972
H  -19.505  -7.769  3.712
H  -19.833  -6.088  3.927
H  -18.632  -8.706  7.926
H  -20.265  -8.107  7.756
H  -18.872  -6.946  8.165
C  -14.694  -11.746  -1.315
C  -14.173  -11.616  0.117
O  -15.038  -12.201  1.088
C  -15.978  -11.617  1.780
C  -16.897  -12.601  2.371
O  -16.244  -10.420  1.810
H  -14.730  -12.819  -1.505
H  -14.045  -11.220  -2.015
H  -15.698  -11.364  -1.495
H  -13.285  -12.247  0.077
H  -13.816  -10.653  0.483
H  -16.494  -13.086  3.260
H  -16.906  -13.510  1.770
H  -17.899  -12.205  2.533
C  -25.327  -7.275  -2.785
C  -24.011  -8.117  -2.885
O  -22.890  -7.324  -2.606
C  -22.063  -6.995  -3.633
C  -21.050  -5.944  -3.278
O  -22.084  -7.371  -4.848
H  -25.098  -6.362  -3.334
H  -25.611  -7.100  -1.747
H  -26.204  -7.731  -3.243
H  -24.168  -8.959  -2.210
H  -24.077  -8.623  -3.848
H  -21.012  -5.094  -3.959
H  -20.070  -6.415  -3.201
H  -21.270  -5.556  -2.284
C  -22.089  -11.157  2.899
C  -21.421  -12.415  3.529
O  -20.607  -13.022  2.522
C  -21.150  -13.869  1.638
C  -20.106  -14.829  1.032
O  -22.334  -13.850  1.309
H  -22.785  -10.771  3.644
H  -22.662  -11.407  2.006
H  -21.286  -10.457  2.666
H  -20.830  -12.155  4.407
H  -22.073  -13.235  3.830
H  -19.319  -14.146  0.713
H  -20.540  -15.279  0.139
H  -19.767  -15.504  1.817
C  -17.268  -4.468  2.809
C  -18.639  -3.826  2.374
O  -18.382  -2.484  1.996
C  -18.984  -1.399  2.571
C  -18.408  -0.121  2.013
O  -19.742  -1.356  3.511
H  -17.087  -5.543  2.805
H  -16.972  -4.003  3.749
H  -16.508  -4.156  2.092
H  -18.966  -4.353  1.477
H  -19.355  -3.938  3.187
H  -18.647  0.682  2.709
H  -18.868  0.020  1.035
H  -17.339  -0.208  1.818
C  -16.961  -6.095  -5.111
C  -16.558  -7.529  -4.904
O  -16.249  -7.798  -3.590
C  -17.126  -8.106  -2.607
C  -16.436  -8.487  -1.317
O  -18.325  -8.060  -2.693
H  -16.229  -5.394  -4.710
H  -17.980  -5.988  -4.739
H  -17.018  -5.862  -6.174
H  -17.330  -8.173  -5.325
H  -15.629  -7.774  -5.420
H  -16.907  -9.317  -0.792
H  -16.438  -7.769  -0.497
H  -15.421  -8.813  -1.547
C  -24.592  -2.012  -2.103
C  -24.608  -3.493  -1.755
O  -23.476  -4.005  -1.086
C  -23.614  -4.919  -0.080
C  -22.291  -5.286  0.453
O  -24.657  -5.284  0.438
H  -25.446  -1.712  -2.709
H  -23.704  -1.728  -2.667
H  -24.582  -1.370  -1.222
H  -25.572  -3.742  -1.310
H  -24.663  -4.068  -2.680
H  -21.456  -5.012  -0.191
H  -22.330  -6.333  0.756
H  -22.029  -4.816  1.401
C  -23.000  -11.543  -1.781
C  -21.806  -12.198  -2.576
O  -21.223  -11.247  -3.454
C  -20.111  -11.572  -4.178
C  -19.596  -10.384  -4.852
O  -19.607  -12.704  -4.253
H  -23.953  -11.428  -2.297
H  -22.666  -10.531  -1.552
H  -23.146  -12.083  -0.845
H  -20.967  -12.532  -1.965
H  -22.172  -13.033  -3.174
H  -19.248  -10.643  -5.852
H  -18.811  -10.083  -4.158
H  -20.261  -9.521  -4.848
C  -20.864  -8.533  -0.415
N  -19.814  -9.108  0.362
C  -19.529  -10.511  0.208
C  -18.965  -8.290  1.102
O  -19.165  -7.133  1.230
H  -21.146  -7.587  0.047
H  -21.718  -9.207  -0.349
H  -20.581  -8.387  -1.458
H  -19.513  -10.843  -0.830
H  -18.579  -10.787  0.665
H  -20.316  -11.131  0.637
H  -18.141  -8.852  1.567

Forces on the atoms, in the same order (eV/Å):
0.9 1.2 0.2
0.1 -1.5 -0.7
-1.1 0.7 0.3
2.0 -0.2 -1.3
0.6 -0.5 -2.0
-2.8 0.8 3.0
-0.4 0.2 -0.2
0.3 -0.2 0.3
0.4 -0.6 -0.4
0.0 -0.1 -0.2
-0.6 0.5 0.0
-0.1 0.3 -0.1
0.5 -0.5 0.5
0.3 -0.3 0.5
1.5 -1.3 -0.1
-1.0 1.0 0.3
0.8 0.8 1.0
-3.5 -0.1 0.6
0.4 -0.4 -0.7
2.4 -0.8 -1.0
-0.3 0.1 -0.1
0.0 0.6 0.1
0.5 -0.1 0.2
-0.3 -0.4 -0.2
-0.3 -0.1 -0.6
-0.2 0.2 0.2
0.2 0.2 0.1
-0.1 0.2 0.3
-0.2 1.4 0.9
0.2 0.1 -0.2
-1.4 -0.4 0.3
2.3 -1.7 -3.2
-0.7 0.3 0.8
-0.9 0.5 0.7
0.6 -0.6 -0.4
0.3 -0.6 0.1
0.1 0.5 0.0
0.1 -0.2 0.5
-0.4 0.0 -0.5
0.4 0.3 -0.5
0.0 0.5 0.6
-0.4 -0.3 1.0
-0.7 0.2 0.5
0.8 0.5 -0.3
0.8 -1.4 -0.3
-1.6 2.2 -0.6
-0.2 -1.8 0.7
1.0 -0.7 -0.2
0.1 0.1 -0.4
0.2 -0.3 0.1
-0.1 0.1 0.3
0.0 -0.1 0.6
-0.4 0.3 -0.4
0.0 0.7 0.6
-0.4 0.3 -0.6
0.3 0.0 0.1
1.0 0.0 0.0
-3.5 -1.1 -0.4
0.9 -0.1 -1.0
0.4 0.2 -4.5
0.0 -0.1 1.5
-0.9 0.3 4.6
-0.4 0.3 0.2
0.3 0.4 0.0
0.3 -0.3 -0.2
0.9 0.2 0.5
1.0 0.5 -0.4
-0.2 -0.4 -0.3
0.1 0.0 -0.2
0.0 0.1 0.0
0.1 -1.2 1.0
-1.2 0.3 -1.2
1.6 -0.5 0.3
-1.7 -0.5 -1.1
-0.9 1.7 0.2
1.8 -0.1 0.8
0.1 0.4 -0.1
0.2 -0.1 0.1
-0.2 0.2 0.0
0.4 0.0 -0.4
-0.7 0.5 0.1
0.5 -0.4 0.1
0.1 -0.3 0.4
0.1 -0.1 -0.3
0.2 1.3 -0.5
1.2 -1.9 0.3
-0.6 1.1 0.2
1.1 0.3 1.0
-0.1 -0.4 -0.5
0.0 -1.2 -0.7
-1.1 -0.1 0.4
0.0 -0.3 0.2
0.0 0.4 -0.2
-0.3 0.1 0.1
-0.2 0.4 -0.2
0.1 0.0 -0.3
-0.1 0.4 0.0
0.0 0.0 0.2
-0.3 0.2 -0.6
-0.2 0.3 -1.9
0.4 -1.0 2.7
0.0 0.5 0.6
0.7 -0.8 0.1
-0.3 0.0 -0.7
-0.3 0.0 0.4
0.2 0.5 0.4
0.0 -0.2 -0.2
-0.2 -0.3 0.3
0.0 0.1 -0.2
-0.4 -0.3 -0.6
0.1 0.7 -0.6
0.1 0.3 0.2
0.9 0.3 0.4
-1.6 -0.4 -1.5
0.1 -0.3 0.9
-1.2 1.1 0.9
1.1 -0.5 0.6
0.9 0.4 -1.3
-0.1 -0.4 0.1
0.1 -0.2 -0.1
-0.1 -0.1 0.2
0.3 -0.1 0.8
0.2 0.1 -0.3
-0.2 -0.5 -0.2
0.2 0.0 -0.5
-0.6 0.5 0.1
1.7 0.0 -0.3
-1.0 -0.2 0.1
0.5 0.5 -0.6
-0.6 -2.8 0.2
0.4 0.9 0.0
-1.4 2.5 0.6
0.2 -0.4 -0.3
-0.1 0.0 0.2
-0.1 -0.1 0.0
-0.4 -0.3 0.5
0.1 -0.2 0.1
0.3 0.2 0.2
0.6 0.2 -0.4
-0.3 -0.3 -0.2
-0.6 0.1 0.3
1.8 0.2 0.9
-0.2 -0.5 -0.2
-0.9 -3.5 -1.2
-0.1 3.2 0.5
0.1 -0.1 -0.3
-0.1 0.1 -0.2
0.1 0.0 0.0
0.3 0.4 -0.4
0.0 0.2 0.1
-0.1 0.0 0.4
0.1 0.0 0.0

Here are the Löwdin charges for atoms 1 to 99, given in e: -0.07 -0.25 -0.01 -0.45 0.03 0.04 0.09 0.08 0.08 0.12 0.12 0.07 0.08 0.07 -0.06 -0.20 0.00 -0.54 0.01 0.07 0.07 0.05 0.07 0.13 0.12 0.09 0.07 0.09 -0.04 -0.18 -0.01 -0.56 0.02 0.08 0.07 0.05 0.08 0.10 0.11 0.10 0.09 0.10 -0.05 -0.19 0.01 -0.55 0.02 0.06 0.08 0.09 0.06 0.12 0.10 0.10 0.09 0.08 -0.03 -0.23 -0.01 -0.44 0.02 0.04 0.07 0.06 0.08 0.08 0.12 0.10 0.06 0.06 -0.05 -0.18 -0.06 -0.52 0.04 0.07 0.08 0.06 0.06 0.12 0.12 0.07 0.09 0.09 -0.05 -0.21 -0.03 -0.51 0.01 0.10 0.06 0.08 0.07 0.10 0.11 0.09 0.09 0.09 -0.05

Entry 2:
A cluster of 11 separate species, C43H88O21S10 in total in a non-equilibrium geometry, computed with ωB97M-V/def2-TZVPD.

Calculated values
**Charge**: 0
**Energy**: -7252.815754 a.u.
**Strongest force on any atom**: 4.4 eV/Å
**Structure (SMILES)**: O=S1(=O)CCCC1.O=S1(=O)CCCC1.O=S1(=O)CCCC1.O=S1(=O)CCCC1.O=S1(=O)CCCC1.O=S1(=O)CCCC1.O=S1(=O)CCCC1.O=S1(=O)CCCC1.O=S1(=O)CCCC1.O=S1(=O)CCCC1.CC(C)O
**HOMO energy**: -9.5 eV
**Orbital gap**: 9.258 eV
**Multiplicity**: 1
**Molecular weight**: 1261.8 g/mol

Positions of all 162 atoms, in Å:
O  3.827  -4.044  3.830
S  2.847  -4.447  2.837
O  1.469  -3.932  2.919
C  3.460  -4.482  1.120
C  4.107  -5.903  0.885
C  3.776  -6.932  2.043
C  2.583  -6.361  2.809
H  3.928  -3.566  0.760
H  2.498  -4.613  0.623
H  3.931  -6.432  -0.052
H  5.191  -5.795  0.918
H  4.669  -6.964  2.667
H  3.754  -8.012  1.895
H  2.296  -6.726  3.795
H  1.683  -6.465  2.204
O  1.371  -4.850  -1.921
S  0.947  -5.325  -3.283
O  1.198  -6.650  -3.901
C  -0.920  -5.008  -3.448
C  -0.943  -3.500  -3.790
C  0.184  -3.232  -4.861
C  1.467  -3.907  -4.324
H  -1.363  -5.313  -2.500
H  -1.195  -5.507  -4.377
H  -1.873  -2.973  -4.004
H  -0.661  -2.947  -2.894
H  0.169  -2.145  -4.935
H  -0.113  -3.739  -5.779
H  2.081  -3.209  -3.756
H  2.178  -4.304  -5.049
O  0.115  1.248  -4.046
S  -1.066  1.950  -4.562
O  -1.050  2.492  -5.914
C  -2.676  1.094  -4.279
C  -3.501  2.208  -3.691
C  -2.746  3.185  -2.783
C  -1.397  3.483  -3.445
H  -2.470  0.272  -3.593
H  -3.016  0.595  -5.187
H  -3.906  2.816  -4.500
H  -4.248  1.741  -3.049
H  -2.569  2.789  -1.783
H  -3.221  4.164  -2.714
H  -0.607  3.714  -2.730
H  -1.294  4.326  -4.128
O  -1.206  -1.104  7.177
S  -1.127  -1.077  5.730
O  0.052  -0.551  5.037
C  -1.524  -2.780  4.925
C  -2.854  -2.566  4.163
C  -3.544  -1.158  4.538
C  -2.508  -0.079  4.866
H  -1.626  -3.627  5.603
H  -0.710  -2.948  4.220
H  -2.739  -2.547  3.080
H  -3.673  -3.268  4.314
H  -4.118  -1.435  5.423
H  -4.371  -0.806  3.921
H  -2.903  0.809  5.358
H  -2.130  0.029  3.850
O  -1.896  -0.734  1.684
S  -0.781  0.071  1.130
O  -0.618  1.401  1.583
C  0.791  -0.907  1.221
C  0.885  -1.613  -0.136
C  0.535  -0.590  -1.265
C  -0.734  0.087  -0.794
H  0.776  -1.503  2.133
H  1.489  -0.082  1.367
H  1.867  -2.051  -0.314
H  0.138  -2.404  -0.196
H  0.465  -1.207  -2.161
H  1.392  0.057  -1.454
H  -1.638  -0.470  -1.040
H  -0.668  1.118  -1.140
O  4.079  -1.634  -7.298
S  3.885  -1.099  -5.990
O  3.970  -2.016  -4.851
C  4.996  0.329  -5.653
C  4.095  1.544  -5.429
C  2.905  1.432  -6.363
C  2.354  -0.018  -6.095
H  5.544  0.475  -6.584
H  5.758  0.084  -4.912
H  3.719  1.619  -4.408
H  4.696  2.446  -5.538
H  3.302  1.473  -7.377
H  2.177  2.233  -6.232
H  1.839  -0.458  -6.950
H  1.720  -0.081  -5.211
O  -3.451  4.673  0.441
S  -3.805  4.422  1.810
O  -3.542  5.316  2.946
C  -5.662  4.264  1.781
C  -5.868  2.736  1.394
C  -5.024  2.069  2.474
C  -3.615  2.628  2.294
H  -5.852  5.076  1.079
H  -6.107  4.588  2.722
H  -6.927  2.485  1.462
H  -5.388  2.548  0.434
H  -5.151  1.007  2.267
H  -5.413  2.311  3.463
H  -3.116  2.033  1.528
H  -2.927  2.646  3.139
O  0.810  5.529  5.865
S  1.728  5.454  4.709
O  3.175  5.600  4.871
C  1.281  4.046  3.563
C  -0.053  4.480  2.900
C  0.369  5.859  2.328
C  1.154  6.655  3.523
H  1.453  3.066  4.008
H  2.130  4.081  2.881
H  -0.371  3.824  2.090
H  -0.825  4.375  3.662
H  -0.476  6.428  1.942
H  1.011  5.888  1.447
H  0.549  7.418  4.012
H  2.042  7.192  3.190
O  5.117  0.970  1.936
S  5.198  0.200  3.130
O  6.455  -0.143  3.705
C  4.240  0.972  4.543
C  2.958  0.176  4.686
C  3.219  -1.288  4.413
C  3.962  -1.288  3.061
H  4.295  2.041  4.333
H  4.879  0.624  5.354
H  2.456  0.247  5.651
H  2.256  0.539  3.934
H  2.270  -1.803  4.261
H  3.725  -1.830  5.212
H  3.262  -1.102  2.247
H  4.407  -2.222  2.717
O  -4.069  -3.890  -2.827
S  -4.256  -2.709  -1.982
O  -3.440  -1.510  -2.161
C  -6.039  -2.210  -1.833
C  -6.468  -2.502  -0.378
C  -5.202  -2.623  0.510
C  -4.080  -3.241  -0.202
H  -6.570  -2.760  -2.610
H  -5.947  -1.159  -2.107
H  -7.271  -1.910  0.061
H  -6.805  -3.535  -0.468
H  -5.378  -3.073  1.488
H  -4.742  -1.663  0.744
H  -4.411  -4.278  -0.270
H  -3.052  -3.071  0.117
C  3.434  5.496  -2.596
C  2.477  4.332  -2.424
C  3.274  3.140  -1.868
O  1.461  4.678  -1.500
H  3.833  5.937  -1.683
H  3.008  6.310  -3.183
H  4.351  5.251  -3.132
H  2.043  4.148  -3.406
H  2.623  2.266  -1.842
H  3.444  3.348  -0.811
H  4.237  2.947  -2.340
H  1.764  4.301  -0.670

Forces on the atoms, in the same order (eV/Å):
-0.5 -0.5 -0.9
-1.4 -2.9 0.6
1.5 0.4 -0.3
-1.3 -1.8 -0.2
1.4 -0.6 0.8
0.7 1.2 1.4
0.2 1.1 -0.5
0.4 -0.4 0.2
-0.2 0.7 -0.2
-0.7 0.9 -0.3
0.0 0.1 -0.1
0.0 0.6 0.6
-0.9 0.1 -1.2
0.6 0.1 0.1
-0.1 0.2 -0.1
-0.6 -1.9 -1.9
-1.0 1.1 0.5
0.2 2.2 1.5
1.5 1.2 -0.7
1.1 0.2 0.7
-1.1 -1.1 1.2
0.3 0.2 -0.5
-0.2 -0.1 -0.4
-0.3 -0.7 0.5
-0.3 -0.9 -0.6
0.4 0.0 0.3
0.8 -0.1 -0.5
0.0 0.4 -0.3
-0.3 -0.3 0.5
-0.4 0.0 -0.4
-1.1 -0.1 -0.5
0.8 2.1 0.7
0.0 -0.8 0.5
1.9 -0.2 0.5
-1.0 0.3 0.5
1.3 0.5 -0.7
0.6 -1.2 -0.4
0.0 0.2 0.4
0.0 0.6 -0.2
-0.5 -0.3 0.0
-0.6 0.2 -0.5
-0.1 0.0 0.0
-0.6 -0.4 0.3
0.3 -0.8 0.1
-0.8 -0.2 -0.3
-0.1 -0.1 -1.0
-0.3 0.7 -1.7
-0.4 -0.8 1.0
-1.0 1.0 -0.3
-1.2 2.0 -1.0
-0.3 -1.3 2.0
-0.2 -2.6 -0.7
0.3 0.5 0.4
0.1 0.1 0.2
0.6 -0.1 0.0
0.5 -0.5 0.5
0.1 0.3 0.6
0.6 -0.1 -0.9
0.5 -0.2 0.2
0.8 1.1 0.4
1.0 1.0 -1.1
0.4 -3.4 -2.0
0.1 1.9 0.9
-0.9 0.9 0.1
0.1 0.6 0.1
0.8 -1.6 1.2
-0.1 0.2 0.7
-0.1 -0.2 -0.2
0.4 -0.1 -0.3
0.0 -0.1 0.2
0.1 -0.2 0.2
-0.6 0.3 -0.2
-0.3 0.4 0.3
0.0 0.3 -0.4
-0.8 0.1 0.3
0.3 -0.3 -0.9
-0.2 1.3 2.1
-0.6 0.9 -0.8
0.0 -0.3 -0.8
0.4 0.2 0.9
0.3 -1.3 -0.1
0.5 0.0 -0.4
0.0 0.0 -0.2
-0.5 0.0 0.3
0.0 -0.4 0.2
-0.1 0.1 -0.4
-0.3 0.0 -0.2
-0.1 -0.3 0.1
-0.1 0.2 0.0
0.3 0.0 0.1
1.1 0.1 -0.1
-3.7 -0.6 2.4
0.9 -1.0 -1.6
1.1 -0.1 -1.1
0.2 2.7 1.2
-0.4 0.1 -0.2
1.0 0.0 -0.2
-0.6 -0.4 -0.5
0.2 -0.5 0.2
0.2 -0.2 -0.3
-0.5 -0.1 -0.2
0.8 -0.2 0.5
-0.1 -0.1 0.0
0.2 0.5 -0.3
-0.3 -0.2 0.2
1.5 -0.5 -1.4
-1.1 0.0 0.3
-1.3 -0.5 0.0
0.9 0.0 0.4
1.9 -0.5 -0.2
-0.3 1.6 1.7
-0.7 0.2 -1.5
-0.8 0.1 0.5
-0.1 0.3 -0.5
0.4 -0.2 0.0
-0.2 1.0 -0.1
-0.3 0.2 0.6
0.3 -1.0 0.2
-0.3 -0.4 0.2
0.0 -0.3 -0.3
0.0 0.6 -1.2
-3.3 -1.3 2.2
1.2 -0.6 -0.2
1.3 -1.4 -0.5
-0.7 0.8 -0.2
0.4 -0.2 -1.3
0.9 0.3 -0.3
-0.5 0.0 0.4
0.2 0.8 0.2
0.2 0.5 0.0
-0.3 0.0 0.0
0.0 0.0 0.1
0.3 0.2 -0.1
-0.1 0.7 0.1
0.7 0.3 0.7
-0.3 1.5 0.5
0.2 -1.1 1.5
-0.5 -0.6 -0.4
1.0 0.6 -0.2
1.1 -1.6 -0.5
0.2 2.9 1.1
-0.6 -1.8 -2.4
-0.1 0.1 0.2
-0.4 0.1 0.1
0.3 0.2 -0.3
-0.6 -0.1 0.3
-0.2 -0.3 -0.2
-0.8 0.8 0.3
1.1 -0.6 -0.2
-0.3 0.0 0.2
0.7 1.0 -0.6
1.8 0.3 0.2
-1.0 0.0 0.2
-0.5 -0.2 -0.2
-0.5 -0.2 0.4
-0.3 0.1 0.2
-0.1 -0.5 -0.3
-0.3 -0.4 0.1
0.2 -0.3 -0.3
0.4 0.2 0.1
-0.2 0.0 -0.1
-0.3 0.1 0.3

Here are the Löwdin charges for atoms 1 to 99, given in e: -0.32 0.73 -0.36 -0.20 -0.17 -0.21 -0.19 0.10 0.07 0.11 0.10 0.10 0.11 0.10 0.09 -0.39 0.78 -0.36 -0.17 -0.24 -0.18 -0.22 0.10 0.10 0.09 0.08 0.10 0.11 0.08 0.10 -0.37 0.73 -0.35 -0.21 -0.23 -0.21 -0.17 0.07 0.11 0.12 0.11 0.10 0.12 0.08 0.10 -0.33 0.76 -0.36 -0.15 -0.20 -0.23 -0.19 0.10 0.07 0.07 0.10 0.10 0.09 0.11 0.05 -0.36 0.72 -0.32 -0.20 -0.19 -0.20 -0.16 0.08 0.09 0.11 0.11 0.10 0.11 0.07 0.09 -0.32 0.69 -0.35 -0.21 -0.24 -0.19 -0.19 0.10 0.10 0.10 0.12 0.11 0.11 0.09 0.06 -0.33 0.70 -0.34 -0.20 -0.19 -0.24 -0.20 0.09 0.10